This record from OMol25 describes a structure of composition C23H21InN4O8 at a distorted geometry. The level of theory is ωB97M-V/def2-TZVPD.

```
57
Properties=species:S:1:pos:R:3:forces:R:3
In 0.8284 -0.2143 0.2304 -0.2817 -0.0733 0.3350
O 1.1851 -0.6005 -3.8479 1.3228 -0.9971 -0.2274
C 1.9925 -1.7143 -3.7379 0.1898 1.2556 -0.6394
O 1.6410 -2.7553 -3.2808 -0.5128 -0.4924 0.2290
C 3.4360 -1.4222 -4.1508 0.1122 0.6701 0.2072
O 4.0720 -0.8045 -3.0278 0.0953 -0.0560 0.1220
C 4.1341 -1.6292 -1.8664 -1.6145 0.4143 -0.0270
C 3.0687 -1.2949 -0.7753 0.8764 -0.3335 -0.9647
O 2.6556 -2.1300 0.0292 0.2789 0.0164 -0.0455
O 2.6477 -0.0935 -0.8178 -0.3338 0.9077 0.1960
H 0.3240 -0.8554 -3.5154 -0.8288 -0.0415 0.2805
H 3.9834 -2.3194 -4.4726 -0.4252 -0.0327 0.2735
H 3.4852 -0.6919 -4.9687 -0.1260 -0.1299 0.3146
H 3.9218 -2.6352 -2.1391 0.1827 -1.0683 -0.0987
H 5.0935 -1.5357 -1.4260 1.0246 0.0824 0.3733
O -4.7298 0.3503 3.7743 -0.5948 -0.1421 0.6590
C -4.5312 0.6176 2.5993 0.2306 -0.2007 -0.8277
O -5.2407 0.4781 1.5568 0.9368 0.3795 0.8964
C -3.0558 1.0895 2.3553 0.1165 -0.1807 -0.0550
C -2.0269 0.5924 3.1758 -1.3787 -0.1029 -0.2671
C -0.7288 0.6601 2.7216 -0.8646 -0.6956 0.8277
N -0.4253 1.2407 1.5840 0.2381 0.7658 -1.1657
C -1.3454 1.8907 0.8480 -2.1985 -1.1944 2.0668
C -2.7331 1.8022 1.2204 2.2663 0.2015 -0.0085
C -0.8692 2.3579 -0.4191 1.3959 1.0348 -2.3374
C -1.4265 3.4031 -1.1841 0.5347 -1.1403 -0.7936
C -0.9574 3.6216 -2.4964 0.8624 -1.1492 1.4630
C 0.1300 2.8612 -2.9328 -1.3462 2.0467 -0.3637
C 0.6993 1.9767 -2.0729 1.5410 -1.3232 -0.8572
N 0.2443 1.6941 -0.8747 -1.4167 0.8062 0.5561
C 0.3641 -0.1045 3.3531 0.5139 0.4509 0.6219
C 0.5291 -0.1859 4.7415 0.3900 0.1126 -1.1173
C 1.6827 -0.7982 5.2191 0.0605 0.3412 0.9956
C 2.5912 -1.3504 4.3181 -0.5782 0.3577 0.6251
C 2.3408 -1.1940 2.9769 0.5984 -0.6667 0.3396
N 1.2809 -0.5778 2.5080 -0.6751 0.3246 -0.6623
H -2.3999 0.0066 4.0141 0.4905 0.1523 0.1312
H -3.5510 2.1279 0.6234 -0.2075 0.4132 -0.6085
H -2.2599 3.9652 -0.8404 -0.5272 0.2784 0.4991
H -1.3610 4.3637 -3.1451 -0.4483 0.4447 -0.1659
H 0.5155 3.1175 -3.9081 0.3069 -0.5496 -0.0515
H 1.5536 1.3869 -2.4302 -0.2494 0.2533 0.4322
H -0.1695 0.3787 5.3304 -0.1331 -0.2143 0.4930
H 1.9052 -0.7503 6.3103 -0.2353 -0.3055 -0.9977
H 3.4809 -1.8537 4.6435 0.2181 -0.0757 0.1053
H 3.0113 -1.6037 2.2609 0.4106 -0.1936 -0.6052
N -3.8986 0.0281 -0.8934 1.9891 -1.9612 0.4753
C -2.6400 -0.4600 -1.1969 -1.0427 1.0952 0.3820
O -2.0153 -0.0186 -2.1478 0.3084 0.1341 -0.8361
C -1.9952 -1.5034 -0.3079 -1.1606 0.7743 0.4315
C -0.5185 -1.6581 -0.5695 -0.5643 0.0521 1.1196
H -4.2308 0.7357 -1.4935 -0.4058 0.7338 -0.5455
H -4.2777 -0.0524 0.0531 -0.4615 0.1137 -0.1154
H -2.5279 -2.4352 -0.5121 -0.0164 -0.1080 0.0987
H -2.2276 -1.2291 0.7384 0.0328 -0.2711 -0.2724
H -0.3589 -1.6711 -1.6198 0.3104 -0.3560 -0.8081
H -0.2958 -2.6038 -0.1146 0.7931 -0.5576 -0.0856
```
Positions in Å, forces in eV/Å.

The value obtained for the total energy is -51707.8424 eV. The HOMO energy comes out at -8.5 eV. The spin multiplicity is 1. As for the HOMO-LUMO gap: 0.275 Ha.